Below is C4H12N2S in the gas phase, with properties calculated with wB97M-V/def2-TZVPD.

Calculated values
Largest force on an atom: 1.72 eV/A
SMILES: NCCNCCS
Relative energy (zero: lowest compared OMol25 entry of this formula, charge and spin): 85.8 kJ/mol
LUMO energy: 0.91 eV

The geometry in XYZ format:
```
19
Properties=species:S:1:pos:R:3:forces:R:3:mulliken_charge:R:1
C 1.2683 0.7830 -0.4012 0.17 -1.35 -0.26 -0.724
N 0.0385 0.5283 -1.1189 0.23 0.71 -0.46 -0.308
C -1.2066 0.8157 -0.4575 0.02 -1.45 0.93 -0.489
C -2.3265 -0.2075 -0.7156 0.41 -0.26 -0.21 -0.604
S -1.7622 -1.9522 -0.8193 -0.06 0.07 -0.11 -0.218
C 1.7948 -0.3328 0.5541 0.15 0.56 -0.78 -0.572
N 1.2753 -0.2867 1.8921 0.18 -0.17 -0.69 -0.394
H 2.0587 0.9658 -1.1370 -0.04 0.18 0.04 0.386
H 1.1489 1.6417 0.2220 -0.07 0.89 0.22 0.355
H -0.6688 -1.8284 -0.0610 0.01 0.02 0.14 0.035
H -1.5783 1.8186 -0.6583 -0.05 0.15 -0.08 0.279
H -1.0449 0.6943 0.6210 0.04 0.54 0.08 0.281
H -3.0183 -0.1791 0.1190 -0.28 0.29 -0.16 0.353
H -2.8353 -0.0412 -1.6605 -0.18 0.08 -0.01 0.341
H 2.8798 -0.1984 0.4996 0.15 -0.09 0.56 0.353
H 1.6455 -1.3223 0.1132 -0.24 0.00 0.01 0.329
H 1.6796 0.3606 2.5371 -0.25 -0.19 0.29 0.160
H 0.0759 -0.3075 -1.6737 -0.25 -0.15 0.00 0.255
H 0.5756 -0.9521 2.1450 0.05 0.13 0.49 0.182
```
Forces are in eV/Å.